Density functional theory data (the ωB97M-V functional and the def2-TZVPD basis) for a molecular structure, C4H10N4.

```
18
Properties=species:S:1:pos:R:3:mulliken_charge:R:1
C 2.298 -0.241 1.085 -0.799
C 1.879 -0.812 -0.294 -0.180
C 0.781 -0.712 -1.040 -0.435
C -0.483 -0.137 -0.405 0.357
H 1.272 -0.285 1.729 0.215
H 3.195 -0.933 1.434 0.309
H 2.709 0.785 1.017 0.247
H 2.541 -1.199 -0.938 0.437
H 0.859 -1.110 -2.097 0.245
H -1.117 -1.761 0.957 0.327
H -2.051 0.690 0.818 0.461
H -3.069 -0.155 -0.322 0.292
H 0.944 1.839 -0.967 0.237
H -0.149 2.964 -0.068 0.269
N -1.507 -1.085 -0.080 -0.380
N -2.614 -0.473 0.623 -0.731
N -0.732 1.108 -0.047 -0.353
N 0.283 1.963 -0.159 -0.518
```

2S+1 = 1
Frontier orbital gap = 9.01 eV

Density functional theory data (the ωB97M-V functional and the def2-TZVPD basis) for 5 unconnected molecules or ions with the total composition C11H32O6PS5.

```
55
Properties=species:S:1:pos:R:3:mulliken_charge:R:1
C 0.621 2.297 -4.969 -0.995
C 0.321 3.753 -5.270 0.408
C 1.456 4.681 -5.639 -1.253
P -1.214 4.407 -4.951 0.555
O -2.323 3.180 -4.994 -0.513
O -1.693 5.425 -6.170 -0.518
S -1.561 5.399 -3.270 -0.642
H -0.025 1.886 -4.191 0.072
H 1.649 2.134 -4.620 0.359
H 0.478 1.658 -5.860 0.254
H 2.245 4.118 -6.157 0.377
H 1.943 5.130 -4.754 0.194
H 1.155 5.489 -6.312 0.287
H -2.150 2.745 -5.841 0.285
H -1.091 5.310 -6.915 0.294
C -2.269 3.035 -0.444 -0.959
S -1.305 1.604 -0.951 0.497
O -0.933 1.818 -2.371 -0.675
C -2.677 0.441 -0.928 -0.840
H -1.607 3.898 -0.439 0.266
H -3.073 3.204 -1.160 0.315
H -2.666 2.861 0.558 0.357
H -3.459 0.786 -1.606 0.422
H -3.058 0.352 0.086 0.155
H -2.307 -0.528 -1.256 0.289
C -4.203 -0.592 3.114 -1.052
S -3.249 -2.027 2.603 0.545
O -2.881 -1.827 1.178 -0.541
C -4.618 -3.194 2.642 -1.033
H -3.534 0.267 3.114 0.299
H -5.019 -0.426 2.410 0.341
H -4.591 -0.755 4.119 0.435
H -5.408 -2.854 1.972 0.306
H -4.992 -3.279 3.663 0.376
H -4.243 -4.160 2.309 0.325
C 1.717 -1.547 3.855 -0.696
S 1.683 -0.299 2.560 0.501
O 0.688 0.728 2.977 -0.617
C 0.891 -1.345 1.331 -0.512
H 2.147 -1.098 4.747 0.314
H 0.700 -1.884 4.060 0.281
H 2.345 -2.377 3.535 0.144
H -0.065 -1.702 1.716 0.022
H 1.543 -2.187 1.097 0.356
H 0.722 -0.754 0.432 0.211
C 5.854 -4.712 4.726 -0.934
S 5.854 -3.441 3.452 0.442
O 4.869 -2.409 3.871 -0.526
C 5.056 -4.443 2.189 -0.935
H 6.276 -4.277 5.630 0.313
H 4.832 -5.039 4.917 0.292
H 6.470 -5.551 4.402 0.371
H 4.088 -4.789 2.554 0.285
H 5.696 -5.290 1.939 0.382
H 4.916 -3.819 1.309 0.316
```

Total charge = -1
2S+1 = 1
Frontier orbital gap = 3.28 eV

Density functional theory data (the ωB97M-V functional and the def2-TZVPD basis) for a molecular structure, C19H40EuP2.

```
62
Properties=species:S:1:pos:R:3:lowdin_spin:R:1
P 0.065 -1.424 -6.091 0.000
P 0.208 1.713 -5.866 0.000
C -0.250 -0.445 -7.642 0.000
C 0.394 0.935 -7.557 0.000
H -1.340 -0.379 -7.774 0.000
H 0.163 -1.027 -8.476 0.000
H 1.473 0.892 -7.762 0.000
H -0.060 1.627 -8.278 0.000
C -1.448 2.469 -6.200 0.000
H -1.680 3.196 -5.417 0.000
H -2.224 1.699 -6.244 0.000
H -1.386 2.981 -7.165 0.000
C 1.202 3.216 -6.232 0.000
H 0.799 3.689 -7.139 0.000
H 2.251 2.931 -6.394 0.000
H 1.124 3.909 -5.386 0.000
C -0.991 -2.885 -6.419 0.000
H -0.844 -3.603 -5.601 0.000
H -0.695 -3.341 -7.375 0.000
H -2.046 -2.577 -6.458 0.000
C 1.699 -2.101 -6.562 0.000
H 2.450 -1.306 -6.563 0.000
H 1.609 -2.530 -7.565 0.000
H 1.978 -2.881 -5.847 0.000
Eu 1.411 0.215 1.205 7.058
C 0.446 1.825 -2.397 0.000
C -0.878 1.720 -2.570 0.000
C -1.637 0.718 -3.366 0.000
C -2.029 -0.626 -2.699 0.000
C -0.943 -1.592 -2.368 0.000
C 0.376 -1.464 -2.564 0.001
C 1.118 -0.464 -3.392 0.000
C 1.549 0.892 -2.768 0.000
C 0.116 -1.798 1.683 -0.026
H 0.811 2.727 -1.888 0.000
H -1.508 2.480 -2.068 0.000
H -1.132 0.521 -4.329 0.000
H -2.597 1.206 -3.604 0.000
H -2.631 -0.424 -1.787 0.000
H -2.697 -1.138 -3.415 0.000
H -1.276 -2.466 -1.782 0.000
H 1.045 -2.196 -2.077 0.000
H 0.539 -0.223 -4.315 0.000
H 2.049 -0.962 -3.733 0.000
H 2.281 0.702 -1.943 0.000
H 2.137 1.400 -3.565 0.000
H 0.937 -1.935 2.432 0.000
H 0.194 -2.593 0.920 -0.001
H -0.843 -1.875 2.210 -0.002
C 1.103 1.245 3.699 -0.003
C -0.358 1.100 3.176 -0.001
C -1.368 1.671 4.237 -0.001
C -0.567 1.728 1.804 -0.026
H 1.395 2.302 3.622 0.001
H 1.969 0.652 3.292 0.000
H 1.123 0.923 4.746 0.000
H -0.638 0.035 3.076 0.000
H -1.231 2.747 4.420 0.000
H -2.417 1.525 3.923 0.000
H -1.252 1.152 5.198 0.000
H -1.630 1.728 1.516 -0.001
H -0.188 2.758 1.775 0.000
```

2S+1 = 8
Frontier orbital gap (spin up / spin down) = 5.91 / 5.92 eV

Density functional theory data (the ωB97M-V functional and the def2-TZVPD basis) for C21H20N6O2S in the gas phase.

```
50
Properties=species:S:1:pos:R:3:mulliken_charge:R:1
O 5.875 0.159 -0.963 -0.634
C 5.338 -0.486 -0.058 0.381
N 5.837 -1.773 0.144 -0.108
O 6.856 -2.258 -0.701 -0.440
C 4.168 0.064 0.544 0.400
C 3.183 -0.732 1.140 -0.593
C 2.210 0.077 1.875 -0.670
C 2.366 1.414 1.732 0.339
C 1.304 2.451 2.142 0.504
C 1.479 3.869 2.370 -0.901
C 0.301 4.347 2.612 -0.440
N -0.584 3.300 2.588 0.610
C -1.978 3.496 2.721 -0.670
C -2.776 2.236 2.876 -0.785
N -2.875 1.650 1.448 -0.219
C -3.482 0.374 1.320 -0.951
C -3.403 0.076 -0.148 0.605
C -3.629 0.953 -1.150 -0.146
N -3.651 0.538 -2.405 -0.493
C -3.645 -0.830 -2.653 0.174
C -3.754 -1.436 -3.989 0.400
C -3.647 -2.862 -4.178 -0.301
C -3.664 -3.411 -5.423 -0.457
C -3.825 -2.550 -6.558 -0.385
C -3.857 -1.220 -6.368 -0.467
C -3.900 -0.626 -5.096 -0.201
N -3.445 -1.756 -1.629 -0.415
C -3.314 -1.286 -0.390 -0.564
N 0.048 2.187 2.422 -0.569
S 3.833 1.760 0.835 -0.186
H 5.819 -2.202 1.080 0.265
H 6.767 -2.111 -1.688 0.351
H 3.326 -1.816 1.180 0.417
H 1.327 -0.341 2.374 0.406
H 2.354 4.413 2.146 0.408
H -0.013 5.417 2.632 0.354
H -2.343 4.164 1.912 0.348
H -2.142 3.998 3.659 0.440
H -3.790 2.550 3.153 0.413
H -2.287 1.512 3.486 0.365
H -1.909 1.591 1.046 0.335
H -4.500 0.538 1.743 0.347
H -3.052 -0.500 1.780 0.371
H -3.602 2.039 -1.034 0.466
H -3.559 -3.706 -3.436 0.265
H -3.516 -4.493 -5.610 0.327
H -3.720 -2.877 -7.618 0.309
H -4.061 -0.559 -7.202 0.339
H -4.087 0.542 -5.121 0.248
H -3.168 -2.050 0.350 0.405
```

SMILES = O=C(NO)c1ccc(-c2ccn(CCNCc3cnc(-c4ccccc4)nc3)n2)s1
2S+1 = 1
Frontier orbital gap = 8.71 eV

Density functional theory data (the ωB97M-V functional and the def2-TZVPD basis) for 13 unconnected molecules or ions with the total composition H26O13.

```
39
Properties=species:S:1:pos:R:3:mulliken_charge:R:1
O 1.557 2.072 0.792 -0.557
H 1.530 2.799 0.176 0.216
H 0.927 2.353 1.448 0.268
O 3.997 0.780 0.725 -0.709
H 3.271 1.092 1.295 0.339
H 4.598 0.427 1.398 0.323
O -1.489 -2.662 0.169 -0.738
H -1.884 -2.102 0.830 0.446
H -0.852 -2.132 -0.318 0.212
O -3.621 -0.227 -0.778 -0.667
H -4.373 -0.784 -0.797 0.300
H -3.084 -0.440 -1.560 0.340
O -2.690 -0.688 1.541 -0.620
H -3.441 -0.470 2.083 0.251
H -3.000 -0.532 0.641 0.383
O 2.608 0.608 3.283 -0.638
H 2.648 -0.079 3.945 0.299
H 1.938 0.231 2.743 0.374
O -1.810 1.753 0.098 -0.581
H -2.134 1.883 -0.840 0.263
H -1.245 2.526 0.133 0.282
O 0.030 -0.259 0.087 0.130
H -0.780 0.298 -0.091 0.178
H 0.655 0.413 0.177 0.065
O -1.437 -0.986 -2.412 -0.579
H -0.826 -0.273 -2.444 0.418
H -1.606 -1.248 -3.287 0.269
O 0.209 -0.996 2.669 -0.701
H 0.529 -1.825 2.362 0.335
H -0.161 -0.596 1.849 0.342
O 1.046 -2.330 -1.757 -0.624
H 1.238 -1.830 -0.987 0.222
H 0.751 -3.188 -1.421 0.317
O -0.058 1.260 -2.488 -0.655
H -0.846 1.787 -2.481 0.217
H 0.658 1.877 -2.524 0.328
O 2.580 0.403 -1.732 -0.618
H 2.904 0.846 -0.960 0.389
H 1.663 0.241 -1.569 0.181
```

2S+1 = 1
Frontier orbital gap = 9.27 eV

Density functional theory data (the ωB97M-V functional and the def2-TZVPD basis) for 10 unconnected molecules or ions with the total composition C26H70N18O10.

```
124
Properties=species:S:1:pos:R:3:mulliken_charge:R:1
C 3.012 6.769 2.914 -1.707
C 2.240 5.553 2.287 1.037
C 0.729 5.724 2.631 -1.841
C 2.337 5.557 0.740 -1.299
C 3.732 5.222 0.212 -0.659
C 4.127 3.857 0.646 -0.739
C 3.982 3.625 2.288 1.611
C 3.892 2.135 2.619 -1.903
C 5.139 4.376 3.072 -1.838
N 2.683 4.206 2.729 1.074
O 2.391 4.073 4.151 -0.550
H 2.492 7.610 2.454 0.439
H 2.896 6.565 3.978 0.434
H 4.077 6.824 2.687 0.262
H 0.654 5.917 3.701 0.414
H 0.278 6.489 2.000 0.451
H 0.091 4.871 2.397 0.286
H 1.577 4.984 0.207 0.350
H 2.056 6.563 0.429 0.527
H 3.715 5.167 -0.876 0.391
H 4.363 6.084 0.432 0.339
H 5.181 3.818 0.370 0.405
H 3.630 3.063 0.089 0.012
H 4.717 1.674 2.077 0.484
H 3.000 1.652 2.220 0.199
H 4.099 1.910 3.665 0.413
H 5.501 5.261 2.548 0.344
H 6.054 3.787 3.135 0.442
H 4.759 4.676 4.048 0.331
H 1.652 3.460 4.136 0.300
C 0.498 1.724 0.408 -1.699
C 0.215 0.322 0.122 2.979
C 1.055 -0.580 1.182 -1.036
C -1.272 0.091 0.402 -2.164
C -1.819 -1.189 -0.013 1.889
C -1.684 -1.366 -1.562 -1.513
C -0.178 -1.369 -1.918 2.168
C 0.591 -2.665 -1.401 -0.464
C -0.108 -1.360 -3.415 -2.153
N 0.429 -0.050 -1.343 0.498
O 1.700 0.265 -1.762 -0.198
H -0.245 2.339 -0.100 0.633
H 0.451 1.829 1.492 0.326
H 1.381 2.227 0.014 -0.678
H 0.573 -0.346 2.131 0.589
H 1.112 -1.630 0.895 -1.011
H 2.104 -0.285 1.204 0.616
H -1.451 0.262 1.463 0.589
H -1.913 0.845 -0.055 0.326
H -1.440 -2.043 0.547 -0.879
H -2.854 -1.190 0.328 -0.622
H -2.225 -0.670 -2.203 0.280
H -1.963 -2.351 -1.934 0.652
H 1.588 -2.394 -1.057 -0.396
H 0.712 -3.450 -2.148 0.628
H 0.231 -3.111 -0.474 -0.461
H -0.601 -0.585 -4.002 0.342
H -0.552 -2.239 -3.882 0.501
H 0.944 -1.475 -3.675 0.351
H 2.126 -0.575 -1.578 -0.169
N 4.304 -4.677 2.283 -0.465
C 3.427 -3.964 1.702 0.556
N 2.843 -3.091 2.438 -0.446
O 3.078 -4.170 0.581 -0.701
H 4.829 -4.216 3.013 0.203
H 4.808 -5.275 1.644 0.294
H 2.152 -2.626 1.866 0.232
H 3.612 -2.614 2.886 0.328
N -4.527 -1.762 -5.143 -0.437
C -4.223 -0.583 -4.857 0.500
N -4.200 0.140 -5.847 -0.381
O -4.095 -0.237 -3.681 -0.670
H -4.649 -2.380 -4.353 0.239
H -5.009 -1.812 -6.029 0.172
H -4.470 -0.273 -6.728 0.128
H -4.221 1.150 -5.826 0.250
N -1.820 -4.723 1.214 -0.096
C -1.925 -5.481 0.235 0.614
N -2.921 -5.105 -0.462 -0.221
O -1.181 -6.365 0.007 -0.757
H -2.267 -3.823 1.109 -0.193
H -0.893 -4.888 1.579 0.280
H -3.484 -4.305 -0.209 0.427
H -3.055 -5.749 -1.228 0.196
N -3.021 -3.918 4.576 -0.373
C -2.770 -2.728 4.183 0.492
N -3.636 -1.917 4.852 -0.417
O -2.065 -2.299 3.237 -0.463
H -3.573 -4.175 5.382 0.153
H -2.493 -4.648 4.118 0.243
H -3.768 -0.989 4.476 0.248
H -4.340 -2.173 5.529 0.147
N 4.126 -2.311 -1.445 -0.320
C 3.967 -2.708 -2.693 0.675
N 3.663 -3.974 -2.659 -0.376
O 3.957 -1.938 -3.682 -0.704
H 3.968 -3.031 -0.754 0.152
H 4.213 -1.343 -1.171 0.207
H 3.488 -4.568 -1.861 0.201
H 3.409 -4.367 -3.554 0.218
N 2.019 0.876 -5.058 -0.169
C 1.773 2.129 -4.798 0.557
N 1.692 2.393 -3.528 -0.203
O 1.710 3.017 -5.606 -0.752
H 2.213 0.702 -6.033 0.189
H 2.152 0.249 -4.276 0.110
H 1.728 1.668 -2.825 0.277
H 1.589 3.347 -3.214 0.109
N -5.434 -1.987 1.869 -0.192
C -5.612 -2.654 0.771 0.066
N -6.798 -2.627 0.368 -0.325
O -4.693 -3.125 0.143 -0.632
H -4.545 -1.723 2.268 0.132
H -6.308 -1.496 1.994 0.175
H -7.557 -2.292 0.944 0.156
H -7.098 -2.881 -0.563 0.228
N -4.502 1.718 -1.685 -0.182
C -5.195 1.288 -0.671 0.561
N -5.518 0.000 -0.848 -0.178
O -5.442 1.935 0.285 -0.717
H -4.585 2.696 -1.922 0.212
H -4.071 1.045 -2.303 0.120
H -5.268 -0.483 -1.699 0.244
H -5.946 -0.322 0.008 0.146
```

SMILES = CC1(C)CCCC(C)(C)N1O.CC1(C)CCCC(C)(C)N1O.NC(N)=O.NC(N)=O.NC(N)=O.NC(N)=O.NC(N)=O.NC(N)=O.NC(N)=O.NC(N)=O
2S+1 = 1
Frontier orbital gap = 8.10 eV

Listing electronic energy for the structures above in their given order: -377.20919; -3221.97713; -2140.72416; -1689.27701; -993.68964; -2770.63922 hartree.
Listing relative energy (zero: lowest compared OMol25 entry of this formula, charge and spin) for the structures above in their given order: 149.1; 0.0; 0.0; 159.1; 52.5; 191.9 kcal/mol.